[1]
Formula: C26H31N3O3S
Source: the Open Molecules 2025 dataset
Level of theory: ωB97M-V/def2-TZVPD

Calculated values
HOMO-LUMO gap: 8.610 eV
HOMO energy: -8.22 eV
SMILES: Cc1ccc(CN2CCC(CNC(=O)c3ccc(NC(=O)C4=CSCCO4)cc3)CC2)cc1
LUMO level: 0.0143 Ha
Total energy: -1797.5694 Ha

```
! wB97M-V def2-TZVPD RIJCOSX def2/J DEFGRID3
* xyz 0 1
C 4.2054 5.6843 -1.7890
C 3.9641 4.4273 -1.0088
C 4.9659 3.8888 -0.2083
C 4.7434 2.7444 0.5312
C 3.5117 2.1022 0.4870
C 2.5126 2.6324 -0.3149
C 2.7360 3.7833 -1.0508
H 1.9443 4.1823 -1.6692
H 1.5486 2.1449 -0.3679
C 3.2854 0.8587 1.3048
N 4.3827 -0.0773 1.1263
C 4.4670 -0.6287 -0.2131
C 3.4076 -1.6983 -0.5085
C 3.4774 -2.8144 0.5347
C 3.3656 -2.2090 1.9359
C 4.4425 -1.1298 2.1174
H 4.3632 -0.6800 3.1106
H 5.4303 -1.5962 2.0348
H 3.4906 -2.9831 2.6961
H 2.3825 -1.7539 2.0742
C 2.4066 -3.8873 0.2800
N 1.0679 -3.3514 0.2866
C 0.3263 -3.2196 -0.8390
O 0.6810 -3.6504 -1.9198
C -0.9802 -2.5261 -0.6438
C -2.0566 -2.9144 -1.4373
C -3.2818 -2.2977 -1.3091
C -3.4554 -1.2583 -0.3935
C -2.3745 -0.8445 0.3819
C -1.1538 -1.4785 0.2555
H -0.3249 -1.1222 0.8511
H -2.5006 -0.0292 1.0744
N -4.7137 -0.6713 -0.3062
C -5.1399 0.3343 0.5079
O -4.4604 0.9174 1.3294
C -6.5758 0.6680 0.2965
C -7.1246 1.6581 1.0140
S -8.7916 2.1379 0.9853
C -9.4194 0.7478 -0.0126
C -8.4344 0.4433 -1.1323
O -7.2215 -0.0931 -0.6540
H -8.8416 -0.3208 -1.7999
H -8.2378 1.3581 -1.7073
H -10.3853 1.0479 -0.4116
H -9.5363 -0.1177 0.6394
H -6.5058 2.2088 1.7010
H -5.4169 -1.0498 -0.9289
H -4.1147 -2.6135 -1.9216
H -1.9096 -3.7095 -2.1522
H 0.7047 -3.0085 1.1603
H 2.5539 -4.3253 -0.7102
H 2.4857 -4.6755 1.0368
H 4.4538 -3.3068 0.4531
H 2.4147 -1.2441 -0.4977
H 3.5677 -2.1076 -1.5066
H 4.3828 0.1932 -0.9270
H 5.4633 -1.0713 -0.3183
H 3.2630 1.1345 2.3653
H 2.2999 0.4344 1.0507
H 5.5267 2.3256 1.1444
H 5.9300 4.3761 -0.1659
H 5.2155 5.7005 -2.1932
H 3.4959 5.7768 -2.6078
H 4.0908 6.5537 -1.1405
*
```


[2]
Formula: C26H31N5O2
Source: the Open Molecules 2025 dataset
Level of theory: ωB97M-V/def2-TZVPD

Calculated values
HOMO-LUMO gap: 8.811 eV
HOMO energy: -8.13 eV
SMILES: CC(=O)Nc1ccc(CN2CCC(n3nccc3NC(=O)CCc3ccccc3)CC2)cc1
LUMO level: 0.0251 Ha
Total energy: -1433.6589 Ha

```
! wB97M-V def2-TZVPD RIJCOSX def2/J DEFGRID3
* xyz 0 1
C 2.0590 4.6551 0.5226
C 0.9769 4.0998 1.4271
O 1.0796 4.0526 2.6329
N -0.1137 3.6911 0.7195
C -1.2340 2.9951 1.1649
C -2.1688 2.5949 0.2095
C -3.2765 1.8592 0.5791
C -3.4802 1.4955 1.9059
C -2.5683 1.9383 2.8566
C -1.4576 2.6806 2.5023
H -0.7564 3.0088 3.2506
H -2.7254 1.6960 3.8980
C -4.6293 0.6002 2.2987
N -4.3764 -0.8298 2.2261
C -4.4438 -1.4697 0.9353
C -3.1058 -1.5356 0.1735
H -3.2369 -2.1066 -0.7472
H -2.7923 -0.5234 -0.0856
C -2.0911 -2.2199 1.0882
N -0.8376 -2.5799 0.4581
C 0.1408 -1.8602 -0.1575
C 1.1125 -2.7705 -0.5425
C 0.6322 -4.0091 -0.1067
N -0.5324 -3.8810 0.4866
H 1.0906 -4.9719 -0.2100
H 2.0296 -2.6069 -1.0628
N 0.0195 -0.4888 -0.3290
C 0.8653 0.4533 -0.8339
O 0.4513 1.5871 -0.9979
C 2.2753 0.0662 -1.1927
C 2.3259 -0.3552 -2.6741
C 3.7083 -0.8034 -3.0568
C 3.9930 -2.1465 -3.2622
C 5.2744 -2.5545 -3.5906
C 6.2887 -1.6220 -3.7169
C 6.0142 -0.2792 -3.5181
C 4.7335 0.1255 -3.1903
H 4.5227 1.1753 -3.0430
H 6.8005 0.4543 -3.6207
H 7.2886 -1.9392 -3.9730
H 5.4793 -3.6031 -3.7493
H 3.2051 -2.8823 -3.1765
H 2.0292 0.5026 -3.2823
H 1.6091 -1.1591 -2.8527
H 2.6436 -0.7247 -0.5430
H 2.9037 0.9479 -1.0556
H -0.8850 -0.1053 -0.0771
C -1.9335 -1.3956 2.3655
C -3.3105 -1.3440 3.0534
H -3.5835 -2.3676 3.3407
H -3.2523 -0.7433 3.9612
H -1.5846 -0.3860 2.1427
H -1.2127 -1.8700 3.0331
H -2.4998 -3.1998 1.3692
H -4.7890 -2.4988 1.1004
H -5.1929 -0.9585 0.3283
H -4.9136 0.8150 3.3345
H -5.4953 0.8052 1.6637
H -3.9971 1.5667 -0.1730
H -2.0100 2.8530 -0.8272
H -0.0234 3.6981 -0.2879
H 2.9346 4.9016 1.1159
H 1.7000 5.5538 0.0252
H 2.3229 3.9184 -0.2328
*
```


[3]
Formula: C26H31N7O5STi
Source: the Open Molecules 2025 dataset
Level of theory: ωB97M-V/def2-TZVPD

Calculated values
HOMO-LUMO gap: 8.088 eV
HOMO energy: -14.21 eV
LUMO level: -0.2248 Ha
Total energy: -3016.1140 Ha

```
! wB97M-V def2-TZVPD RIJCOSX def2/J DEFGRID3
* xyz 2 1
Ti 7.8344 3.8795 16.7555
N 8.0909 4.0945 14.5320
C 9.5549 4.2150 14.1905
C 10.3412 4.7012 15.4300
O 11.3823 5.3364 15.3444
N 9.6570 4.3653 16.6067
C 10.4491 4.4325 17.8483
C 9.4783 4.3979 18.9748
O 9.5871 4.7997 20.0759
O 8.2094 3.8726 18.5119
H 7.5511 4.9411 14.2948
H 7.5938 3.2992 14.0703
H 9.9158 3.2091 13.8595
H 9.6376 4.8221 13.3072
H 11.0999 3.5781 17.9334
H 11.0418 5.3334 17.9568
O 5.7966 3.2587 16.4348
C 4.9520 1.9442 16.6203
C 5.0446 1.1121 15.3925
C 6.4122 1.1523 14.6931
C 7.5657 0.7661 15.6378
C 8.0101 -0.5633 15.5345
C 8.9928 -1.0210 16.4147
C 9.3360 -0.2460 17.4724
C 8.8849 1.0823 17.4947
N 8.0760 1.6368 16.5953
H 5.0909 3.9181 16.2341
H 3.9839 2.3069 16.9796
H 5.3212 1.2839 17.4110
H 4.2872 1.3064 14.6682
H 4.9853 0.0316 15.6800
H 6.6186 2.1466 14.2290
H 6.3699 0.4185 13.8967
H 7.7172 -1.2226 14.7147
H 9.3888 -2.0340 16.3835
H 9.9899 -0.5767 18.2992
H 9.0481 1.8526 18.3362
N -0.5102 5.0078 13.9683
C 0.5270 4.7584 14.7813
N 0.3126 4.3778 16.0466
N 1.7744 5.0056 14.3010
C 2.8534 4.7806 15.0303
N 3.7196 4.4079 15.6982
H -1.4199 5.2036 14.4029
H -0.3833 5.6758 13.2522
H -0.5875 3.9998 16.1864
H 1.0276 3.8255 16.4825
O 7.0078 5.6912 16.6968
S 6.3754 6.4022 17.9453
C 5.5722 7.7614 17.1243
C 4.2339 7.9397 17.3966
C 3.5959 9.0320 16.8155
C 4.3240 9.9338 16.1063
C 5.7488 9.8477 15.9156
C 6.3556 8.6946 16.3990
C 7.7291 7.1622 18.8772
C 8.8377 7.8428 18.4360
C 9.7391 8.2868 19.4366
C 9.4827 8.1943 20.8047
C 8.3225 7.5939 21.1841
C 7.4802 6.9830 20.2837
H 3.6290 7.3142 18.0542
H 2.6102 9.3994 16.9618
H 3.8290 10.8151 15.7595
H 6.2723 10.6334 15.3434
H 7.3679 8.4185 16.1558
H 8.9814 8.1543 17.4349
H 10.6172 8.8994 19.1555
H 10.1059 8.7328 21.5994
H 7.9368 7.6268 22.2127
H 6.4429 6.5362 20.5711
*
```


[4]
Formula: C26H32AsNO5S2TeZr
Source: the Open Molecules 2025 dataset
Level of theory: ωB97M-V/def2-TZVPD

Calculated values
HOMO-LUMO gap (spin up / spin down): 8.167 / 6.000 eV
HOMO energy (spin up / spin down): -11.33 / -11.35 eV
LUMO level (spin up / spin down): -0.1161 / -0.1966 Ha
Total energy: -4787.9754 Ha

```
! wB97M-V def2-TZVPD RIJCOSX def2/J DEFGRID3
* xyz 1 2
Zr -0.3058 0.9466 1.4329
O 0.9218 2.2704 3.0149
S 0.5456 1.0226 3.7119
O 0.9161 0.7758 5.0535
O -0.9671 0.9553 3.4216
O 1.0351 -0.0254 2.6863
C -2.0155 -1.4888 4.9859
As -1.0527 -2.2213 3.4969
C 0.7195 -2.6956 4.0611
C -1.8524 -3.9577 3.3433
S -1.4052 -1.4514 1.5107
H -1.9394 -2.2448 5.7668
H -3.0499 -1.3611 4.6755
H -1.5994 -0.5452 5.3244
H 0.5659 -3.3686 4.9039
H 1.3099 -1.8348 4.3592
H 1.1974 -3.2190 3.2361
H -1.7214 -4.4974 4.2799
H -1.3701 -4.4956 2.5301
H -2.9110 -3.8451 3.1204
C 1.4340 -5.2492 -4.0727
C 0.9615 -3.9938 -3.3932
C 1.5385 -3.5517 -2.2111
C 1.1301 -2.3837 -1.5745
C 1.8266 -2.0115 -0.2948
C 0.1116 -1.6350 -2.1735
Te -0.4337 0.2736 -1.4442
N -2.2412 1.6061 0.5669
C -1.5815 2.7165 0.4911
O -0.2842 2.6160 0.2813
C -2.1508 4.0453 0.7979
C -1.6966 4.7251 1.9260
C -2.2088 5.9801 2.2016
C -3.1525 6.5483 1.3524
C -3.5922 5.8665 0.2264
C -3.1009 4.6010 -0.0513
C 1.5312 1.0708 -1.5188
C 2.1816 1.3596 -0.3232
C 3.3753 2.0512 -0.2987
C 3.9516 2.4169 -1.5091
C 3.3378 2.0776 -2.7013
C 2.1110 1.4089 -2.7371
C 1.4950 1.0588 -4.0633
C -0.5321 -2.0756 -3.3375
C -1.6831 -1.3733 -4.0179
C -0.0791 -3.2494 -3.9290
H 2.1805 -5.7684 -3.4742
H 1.8790 -5.0182 -5.0417
H 0.6027 -5.9317 -4.2517
H 2.3344 -4.1350 -1.7609
H 2.1718 -2.9122 0.2122
H 1.1650 -1.4860 0.3955
H 2.6988 -1.3848 -0.4844
H -0.9480 4.2811 2.5721
H -1.8674 6.5197 3.0742
H -3.5488 7.5305 1.5728
H -4.3202 6.3175 -0.4336
H -3.4428 4.0537 -0.9202
H 1.7967 1.0300 0.6454
H 3.8517 2.2867 0.6430
H 4.8854 2.9627 -1.5182
H 3.8075 2.3491 -3.6388
H 1.8853 1.7013 -4.8502
H 0.4086 1.1636 -4.0527
H 1.7195 0.0223 -4.3270
H -2.0995 -0.5478 -3.4461
H -2.4918 -2.0813 -4.1986
H -1.3732 -0.9800 -4.9879
H -0.5656 -3.5910 -4.8368
*
```


[5]
Formula: C26H32BO3
Source: the Open Molecules 2025 dataset
Level of theory: ωB97M-V/def2-TZVPD

Calculated values
HOMO-LUMO gap: 4.058 eV
HOMO energy: -10.41 eV
LUMO level: -0.2335 Ha
Total energy: -1260.0584 Ha

```
! wB97M-V def2-TZVPD RIJCOSX def2/J DEFGRID3
* xyz 1 1
C -1.6068 -1.9052 -4.3676
C -1.7067 -1.8980 -2.8850
C -2.7204 -2.2061 -2.0099
C -2.3928 -1.7449 -0.7192
C -0.9696 -1.5875 -0.7431
B -2.3744 1.7391 -2.3793
O -2.7024 2.1002 -1.1834
C -1.4496 2.7278 -0.6834
C -1.6072 4.2446 -0.6151
C -1.6437 2.2123 0.7316
C -0.3151 2.3796 -1.9421
C 0.2675 3.6703 -2.6278
C 0.9226 1.5308 -1.9923
O -1.1771 1.7327 -2.9411
O -0.7462 -1.2813 -2.1222
H -2.5745 -2.1022 -4.8486
H -1.1111 -1.0180 -4.7436
H -0.9445 -2.7268 -4.6830
H -3.6515 -2.6731 -2.2843
H -2.9908 -1.7717 0.1837
H -0.7643 4.6604 -0.0517
H -1.5718 4.7280 -1.5971
H -2.5025 4.6003 -0.0987
H -1.0146 2.6682 1.4805
H -2.6688 2.2712 1.1364
H -1.4402 1.1488 0.7682
H 0.5307 4.4368 -1.9163
H 1.2962 3.4914 -2.9420
H -0.2013 4.0940 -3.5302
H 1.7003 1.9090 -1.3179
H 0.8429 0.4413 -1.9487
H 1.3083 1.5663 -3.0294
C -0.5671 1.1077 5.5562
C -0.2530 0.5484 4.1859
C 0.4248 1.3373 3.2499
C 0.5900 0.8896 1.9348
C -0.1033 -0.2817 1.4634
C -0.0712 -0.7024 -0.0834
C 1.0978 -1.6067 -0.1703
C 2.4231 -1.1928 -0.2818
C 3.4266 -2.1351 -0.0571
C 3.1202 -3.4100 0.4370
C 4.2919 -4.2664 0.8254
C 1.8140 -3.8284 0.5541
C 0.8135 -2.9529 0.1439
C -0.6025 -1.1351 2.4441
C -0.6245 -0.7398 3.8051
H -0.4892 0.3437 6.3471
H 0.0623 1.9902 5.7699
H -1.6151 1.4339 5.6013
H 0.7798 2.3184 3.5614
H 1.1625 1.5367 1.2286
H 0.0414 0.2938 -0.4582
H 2.6471 -0.1407 -0.5816
H 4.4814 -1.8655 -0.1238
H 4.0192 -5.1570 1.4186
H 4.8264 -4.5848 -0.0840
H 5.0412 -3.6935 1.4088
H 1.5503 -4.7613 1.0445
H -0.2207 -3.2714 0.1254
H -1.0229 -2.0949 2.1142
H -1.0648 -1.4175 4.5230
*
```


[6]
Formula: C26H32ClN8NaS
Source: the Open Molecules 2025 dataset
Level of theory: ωB97M-V/def2-TZVPD

Calculated values
HOMO-LUMO gap: 4.703 eV
HOMO energy: -4.92 eV
LUMO level: -0.0080 Ha
Total energy: -2468.7021 Ha

```
! wB97M-V def2-TZVPD RIJCOSX def2/J DEFGRID3
* xyz 0 1
Na 0.0988 -1.1031 -0.2086
C -1.0252 0.5830 3.9414
C -0.4093 -0.0915 2.7471
N -1.0895 -0.4894 1.7524
N -2.4341 -0.3011 1.7946
C -3.2412 -0.6646 0.7415
N -4.5200 -0.2575 0.9411
S -2.7638 -1.5243 -0.5819
C 1.0672 -0.3473 2.7000
C 1.8306 -0.2438 3.8472
C 3.1942 -0.5098 3.7858
C 3.7378 -0.8818 2.5811
C 2.8932 -0.9722 1.4796
N 1.5913 -0.7065 1.5186
H -1.7869 1.3062 3.6365
H -0.2834 1.1396 4.5075
H -1.4939 -0.1433 4.6126
H -2.8586 0.1169 2.6013
H -4.7088 0.5511 1.5117
H -5.1255 -0.3970 0.1512
H 1.3755 0.0164 4.7955
H 3.8053 -0.4477 4.6772
H 4.7881 -1.1245 2.4808
H 3.2917 -1.3128 0.5318
N -0.6976 0.5013 -2.8564
C -1.6533 1.4408 -3.1339
C -2.2110 1.5896 -4.3868
C -3.2402 2.5209 -4.6241
C -3.7291 3.3186 -3.6296
C -3.1736 3.2093 -2.3333
C -3.6028 4.0085 -1.2511
C -3.0136 3.8780 -0.0290
C -1.9785 2.9300 0.1245
N -1.5597 2.1530 -0.8435
C -2.1415 2.2782 -2.0712
H -0.1911 0.0748 -3.6103
H -0.1909 0.5678 -1.9918
H -1.8583 0.9584 -5.1963
H -3.6539 2.5964 -5.6222
H -4.5190 4.0365 -3.8185
H -4.3956 4.7306 -1.4119
H -3.3175 4.4905 0.8107
H -1.4811 2.8147 1.0892
N 1.1173 1.6563 -0.6003
C 2.5467 1.7209 -0.9399
C 2.8194 1.0103 -2.2517
N 2.2481 -0.3375 -2.2116
H 0.5552 2.2004 -1.2449
H 0.9374 2.0208 0.3269
H 3.0942 1.2112 -0.1453
H 2.9518 2.7321 -1.0024
H 3.8943 1.0447 -2.4480
H 2.3278 1.5598 -3.0615
H 2.6276 -0.8764 -1.4399
H 2.4899 -0.8789 -3.0328
Cl 3.4087 -3.6769 -1.8361
C 2.5401 -3.7743 -0.3035
C 3.2790 -4.0407 0.8302
C 2.6786 -4.1222 2.0890
C 1.2933 -3.9444 2.1485
C 0.5373 -3.7028 1.0193
C 1.1027 -3.6199 -0.3118
C 0.3333 -3.4079 -1.4491
H 4.3495 -4.1851 0.7286
H 3.2657 -4.3392 2.9748
H 0.7906 -4.0167 3.1099
H -0.5438 -3.6209 1.1095
H -0.7469 -3.4662 -1.3841
H 0.7773 -3.4398 -2.4341
*
```


[7]
Formula: C26H32F17O4
Source: the Open Molecules 2025 dataset
Level of theory: ωB97M-V/def2-TZVPD

Calculated values
HOMO-LUMO gap: 5.260 eV
HOMO energy: -3.52 eV
LUMO level: 0.0640 Ha
Total energy: -3008.6890 Ha

```
! wB97M-V def2-TZVPD RIJCOSX def2/J DEFGRID3
* xyz -1 1
C -1.3737 -2.5123 7.4070
C -2.5747 -2.3269 6.4603
C -2.3658 -2.8899 5.0354
C -2.3817 -1.7993 3.9554
C -3.7993 -1.4457 3.5043
C -3.9447 -0.2690 2.4912
C -2.6574 0.4354 2.0943
C -2.8779 1.5481 1.0488
C -2.0603 2.8281 1.2849
C -0.5487 2.6593 1.5242
C 0.1412 1.5763 0.6982
C -0.1112 1.6622 -0.8124
O 1.0404 2.2575 -1.4061
C 2.0554 2.4063 -0.5018
O 3.0310 3.0437 -0.7116
C 1.6800 1.6696 0.7644
C 2.4497 0.3619 1.0289
C 1.9367 -0.9196 0.3558
C 2.5522 -1.1983 -0.9985
F 3.9049 -1.1148 -0.9533
F 2.1455 -0.2727 -1.9086
C 2.2053 -2.6353 -1.5197
F 1.0475 -3.0831 -0.9848
F 3.1796 -3.4684 -1.0957
C 2.1255 -2.7959 -3.0674
F 3.1291 -2.0892 -3.6143
F 2.3291 -4.0956 -3.3632
C 0.7418 -2.4054 -3.6941
F 0.1147 -1.4847 -2.9367
F -0.0350 -3.5040 -3.7128
C 0.8574 -1.8330 -5.1351
F 1.2674 -0.5608 -5.0425
F 1.7530 -2.5456 -5.8351
C -0.4960 -1.8799 -5.9112
F -0.6892 -3.1483 -6.3298
F -1.5062 -1.5314 -5.1038
C -0.5120 -0.9380 -7.1547
F -0.8876 0.2872 -6.7637
F 0.7065 -0.8640 -7.7051
C -1.5014 -1.4095 -8.2668
F -1.7803 -0.3836 -9.0602
F -0.9497 -2.3656 -8.9988
F -2.6367 -1.8580 -7.7543
H -0.7928 -1.5948 7.5062
H -1.7114 -2.8055 8.4008
H -0.6867 -3.2777 7.0436
H -2.7965 -1.2593 6.3902
H -3.4616 -2.7792 6.9078
H -3.1074 -3.6581 4.8085
H -1.3891 -3.3787 4.9995
H -1.7984 -2.1297 3.0898
H -1.8556 -0.9267 4.3505
H -4.2188 -2.3484 3.0538
H -4.3939 -1.2392 4.3988
H -4.4037 -0.6767 1.5872
H -4.6524 0.4514 2.9083
H -1.9841 -0.3116 1.6655
H -2.1298 0.8342 2.9646
H -2.6807 1.1452 0.0541
H -3.9344 1.8294 1.0770
H -2.2109 3.4912 0.4299
H -2.4858 3.3418 2.1500
H -0.3474 2.4807 2.5822
H -0.0659 3.6179 1.2997
H -0.1114 0.6186 1.1564
H -0.3085 0.7075 -1.3069
H -0.9583 2.3136 -1.0346
H 1.9311 2.3099 1.6150
H 2.4070 0.1926 2.1053
H 3.5041 0.5021 0.7900
H 2.1767 -1.7786 0.9879
H 0.8548 -0.9318 0.2263
C 5.3786 5.9829 -0.4949
C 5.1308 6.7628 0.8224
O 5.1018 8.0121 0.7359
O 4.9788 6.0502 1.8434
H 5.4994 6.6607 -1.3416
H 6.2782 5.3706 -0.3956
H 4.5397 5.3128 -0.6884
*
```


The highest total energy belongs to which entry? C26H32BO3


Which of these has the highest total energy? C26H32BO3


The lowest total energy belongs to which entry? C26H32AsNO5S2TeZr